Record 1
Formula: C29H45FP2Tb
Source: the OMol25 dataset
Level of theory: the ωB97M-V functional and the def2-TZVPD basis

Calculated values
E_tot   -74525.0628 eV
Spin multiplicity   7
Total charge   +1
Strongest force on any atom   3.90 eV Å⁻¹
Orbital gap (alpha / beta)   7.526 / 7.821 eV
Energy relative to the best compared isomer or geometry (same formula, charge and spin)   0.0 kJ/mol

The geometry in XYZ format:
```
78
C29H45FP2Tb | the OMol25 dataset | the ωB97M-V functional and the def2-TZVPD basis
Tb 0.45 -0.10 -0.11
C -1.46 -0.82 1.36
C -1.10 -1.96 0.57
C 0.73 -1.39 1.89
C -0.34 -0.49 2.19
C 0.26 -2.31 0.88
C -2.79 -0.16 1.38
H -3.28 -0.19 0.40
H -2.71 0.89 1.68
H -3.48 -0.65 2.10
C -0.30 0.62 3.18
H -1.28 1.09 3.25
H 0.43 1.40 2.89
H -0.01 0.26 4.17
C 2.10 -1.30 2.46
H 2.08 -1.41 3.55
H 2.56 -0.31 2.24
H 2.75 -2.08 2.04
C 1.05 -3.37 0.21
H 0.97 -4.32 0.76
H 2.11 -3.11 0.14
H 0.67 -3.56 -0.80
C -2.01 -2.69 -0.35
H -2.24 -3.70 0.02
H -1.57 -2.81 -1.35
H -2.96 -2.16 -0.46
C -0.71 2.29 -1.79
C -1.82 1.52 -1.67
C -2.25 0.36 -2.54
C -1.26 -0.41 -3.46
C 0.07 -0.88 -2.94
C 1.25 -0.19 -2.96
C 1.47 1.30 -2.93
C 0.23 2.25 -2.96
H -3.07 0.74 -3.20
H -1.12 0.19 -4.38
H -2.77 -0.39 -1.91
H -0.36 1.98 -3.86
H -0.54 3.10 -1.06
H -2.57 1.80 -0.91
H 0.60 3.28 -3.13
H 2.12 1.59 -2.08
H 2.19 -0.79 -3.08
H 2.10 1.56 -3.81
H -1.80 -1.30 -3.82
H 0.15 -1.97 -2.78
P -0.37 1.67 -5.95
C -0.61 3.45 -6.29
C -1.50 0.92 -7.18
P 1.92 -0.25 -6.05
C 1.29 1.39 -6.68
C 1.20 -1.27 -7.42
C 3.58 -0.16 -6.87
H 0.23 4.03 -5.89
H -1.54 3.78 -5.80
H -0.69 3.59 -7.38
H -1.37 1.44 -8.14
H -2.53 1.08 -6.81
H -1.34 -0.16 -7.30
H 3.48 0.05 -7.94
H 4.07 -1.14 -6.73
H 4.19 0.62 -6.40
H 1.99 2.21 -6.40
H 1.18 1.39 -7.78
H 1.73 -2.23 -7.41
H 1.37 -0.76 -8.37
H 0.13 -1.46 -7.28
F 4.83 4.11 2.31
C 3.88 3.37 1.65
C 4.30 2.27 0.90
C 3.30 1.46 0.32
C 1.95 1.75 0.52
C 1.57 2.92 1.16
C 2.54 3.74 1.77
H 5.35 2.03 0.77
H 3.60 0.60 -0.29
H 0.52 3.21 1.21
H 2.25 4.64 2.31
```

In elementary charge units, the Mulliken charges are: atom 1 (Tb): 0.16, atom 2 (C): 0.69, atom 3 (C): 0.57, atom 4 (C): 0.39, atom 5 (C): 0.72, atom 6 (C): 0.50, atom 7 (C): -1.68, atom 8 (H): 0.34, atom 9 (H): 0.42, atom 10 (H): 0.30, atom 11 (C): -1.34, atom 12 (H): 0.44, atom 13 (H): 0.21, atom 14 (H): 0.33, atom 15 (C): -1.28, atom 16 (H): 0.34, atom 17 (H): 0.28, atom 18 (H): 0.38, atom 19 (C): -1.57, atom 20 (H): 0.38, atom 21 (H): 0.36, atom 22 (H): 0.31, atom 23 (C): -1.38, atom 24 (H): 0.36, atom 25 (H): 0.23, atom 26 (H): 0.40, atom 27 (C): -0.59, atom 28 (C): -0.53, atom 29 (C): -0.75, atom 30 (C): 0.22, atom 31 (C): -0.12, atom 32 (C): -0.66, atom 33 (C): -0.42, atom 34 (C): 0.14, atom 35 (H): 0.59, atom 36 (H): -1.39, atom 37 (H): 0.24, atom 38 (H): -1.13, atom 39 (H): 0.42, atom 40 (H): 0.49, atom 41 (H): 0.75, atom 42 (H): 0.22, atom 43 (H): 0.27, atom 44 (H): 0.84, atom 45 (H): 0.72, atom 46 (H): 0.34, atom 47 (P): 1.15, atom 48 (C): -1.44, atom 49 (C): -1.30, atom 50 (P): 0.52, atom 51 (C): -1.47, atom 52 (C): -1.32, atom 53 (C): -1.27, atom 54 (H): 0.37, atom 55 (H): 0.37, atom 56 (H): 0.43, atom 57 (H): 0.43, atom 58 (H): 0.37, atom 59 (H): 0.28, atom 60 (H): 0.39, atom 61 (H): 0.41, atom 62 (H): 0.37, atom 63 (H): 0.62, atom 64 (H): 0.68, atom 65 (H): 0.45, atom 66 (H): 0.41, atom 67 (H): 0.23, atom 68 (F): -0.33, atom 69 (C): 0.28, atom 70 (C): -0.70, atom 71 (C): -0.34, atom 72 (C): 0.71, atom 73 (C): -0.63, atom 74 (C): -0.77, atom 75 (H): 0.42, atom 76 (H): 0.37, atom 77 (H): 0.37, atom 78 (H): 0.44

Record 2
Formula: C29H46BrN3P2Ti
Source: the OMol25 dataset
Level of theory: the ωB97M-V functional and the def2-TZVPD basis

Calculated values
E_tot   -147006.4811 eV
Spin multiplicity   3
Total charge   +2
Strongest force on any atom   2.35 eV Å⁻¹
Orbital gap (alpha / beta)   7.123 / 3.201 eV
Energy relative to the best compared isomer or geometry (same formula, charge and spin)   184.6 kJ/mol

The geometry in XYZ format:
```
82
C29H46BrN3P2Ti | the OMol25 dataset | the ωB97M-V functional and the def2-TZVPD basis
N 3.34 -0.69 -6.01
C 3.08 -1.86 -5.44
C 2.61 -1.98 -4.13
C 2.45 -0.83 -3.35
C 2.74 0.42 -3.96
C 3.18 0.43 -5.30
C 1.56 -0.80 -2.14
Ti 0.68 -0.50 -0.38
P -2.92 1.05 2.28
C 0.50 0.22 -2.13
C -0.93 -0.06 -2.22
C -1.82 0.74 -1.46
C -3.10 1.00 -1.94
C -3.69 0.01 -2.75
C -2.86 -0.94 -3.41
C -1.48 -0.93 -3.19
Br -5.54 0.00 -2.91
H 1.39 -1.80 -1.65
H 0.77 1.28 -2.10
H 2.34 -2.96 -3.76
H 2.60 1.36 -3.46
H 3.26 -2.75 -6.06
H 3.42 1.37 -5.81
H -1.50 1.14 -0.51
H -0.79 -1.60 -3.73
H -3.67 1.89 -1.63
H -3.30 -1.63 -4.11
P 2.04 0.95 1.13
C -4.28 0.46 1.22
C -5.56 1.27 1.43
H -4.46 -0.59 1.48
H -3.96 0.50 0.17
H -6.34 0.94 0.73
H -5.95 1.15 2.44
H -5.41 2.34 1.26
C -2.17 2.45 1.40
C -2.44 3.76 2.15
H -2.60 2.50 0.39
H -1.09 2.24 1.30
H -1.88 4.58 1.68
H -3.51 4.01 2.13
H -2.12 3.67 3.20
C -1.90 -0.40 2.58
C -2.33 -0.98 3.94
H -0.84 -0.09 2.57
H -2.05 -1.13 1.77
H -1.54 -1.59 4.38
H -2.58 -0.16 4.64
H -3.23 -1.60 3.82
C 2.16 0.14 2.80
C 3.50 0.18 3.56
H 1.87 -0.91 2.65
H 1.38 0.60 3.43
H 4.26 -0.47 3.11
H 3.93 1.19 3.64
H 3.36 -0.19 4.58
C 1.65 2.72 1.42
C 1.94 3.70 0.28
H 2.17 3.05 2.33
H 0.57 2.75 1.65
H 3.02 3.81 0.10
H 1.47 3.40 -0.66
H 1.55 4.70 0.53
C 3.79 1.10 0.55
C 4.34 -0.18 -0.05
H 4.39 1.43 1.41
H 3.84 1.93 -0.18
H 4.48 -0.09 -1.14
H 5.30 -0.43 0.41
H 3.67 -1.05 0.09
C -1.61 -2.98 -0.48
C -0.36 -3.32 0.22
N 0.70 -2.53 0.34
C 1.68 -3.27 1.02
C 1.20 -4.51 1.26
N -0.10 -4.52 0.77
H -1.43 -3.04 -1.57
H -2.42 -3.67 -0.19
H -1.93 -1.95 -0.24
H 2.63 -2.83 1.24
H 1.64 -5.34 1.79
H -0.77 -5.29 0.78
```

In elementary charge units, the Mulliken charges are: atom 1 (N): -0.57, atom 2 (C): -0.47, atom 3 (C): -0.37, atom 4 (C): 0.70, atom 5 (C): -0.34, atom 6 (C): -0.49, atom 7 (C): 0.65, atom 8 (Ti): -0.45, atom 9 (P): 0.01, atom 10 (C): -1.30, atom 11 (C): -0.08, atom 12 (C): 0.91, atom 13 (C): -1.32, atom 14 (C): 0.26, atom 15 (C): -0.86, atom 16 (C): -0.11, atom 17 (Br): -0.08, atom 18 (H): 0.21, atom 19 (H): 0.87, atom 20 (H): 0.46, atom 21 (H): 0.35, atom 22 (H): 0.38, atom 23 (H): 0.36, atom 24 (H): -0.23, atom 25 (H): 0.62, atom 26 (H): 0.68, atom 27 (H): 0.51, atom 28 (P): 1.02, atom 29 (C): 0.45, atom 30 (C): -1.40, atom 31 (H): 0.54, atom 32 (H): -0.53, atom 33 (H): 0.38, atom 34 (H): 0.41, atom 35 (H): 0.34, atom 36 (C): 1.53, atom 37 (C): -1.41, atom 38 (H): 0.30, atom 39 (H): -1.23, atom 40 (H): 0.41, atom 41 (H): 0.42, atom 42 (H): 0.40, atom 43 (C): 1.55, atom 44 (C): -1.39, atom 45 (H): -0.73, atom 46 (H): -0.36, atom 47 (H): 0.42, atom 48 (H): 0.42, atom 49 (H): 0.38, atom 50 (C): -0.49, atom 51 (C): -1.50, atom 52 (H): 0.36, atom 53 (H): 0.40, atom 54 (H): 0.33, atom 55 (H): 0.34, atom 56 (H): 0.42, atom 57 (C): -0.22, atom 58 (C): -1.43, atom 59 (H): 0.54, atom 60 (H): -0.17, atom 61 (H): 0.39, atom 62 (H): 0.25, atom 63 (H): 0.43, atom 64 (C): -0.68, atom 65 (C): -1.07, atom 66 (H): 0.64, atom 67 (H): 0.31, atom 68 (H): 0.34, atom 69 (H): 0.32, atom 70 (H): 0.08, atom 71 (C): -0.62, atom 72 (C): 0.11, atom 73 (N): 0.61, atom 74 (C): -0.63, atom 75 (C): -0.80, atom 76 (N): -0.08, atom 77 (H): 0.26, atom 78 (H): 0.56, atom 79 (H): -0.27, atom 80 (H): 0.38, atom 81 (H): 0.44, atom 82 (H): 0.24

Record 3
Formula: C29H46FN3O2PRuSi
Source: the OMol25 dataset
Level of theory: the ωB97M-V functional and the def2-TZVPD basis

Calculated values
E_tot   -61844.0764 eV
Total charge   +1
Strongest force on any atom   0.78 eV Å⁻¹
Orbital gap   7.479 eV
Energy relative to the best compared isomer or geometry (same formula, charge and spin)   0.0 kJ/mol

The geometry in XYZ format:
```
84
C29H46FN3O2PRuSi | the OMol25 dataset | the ωB97M-V functional and the def2-TZVPD basis
Ru -0.98 -0.25 -0.08
C 0.85 -0.24 0.84
Si 0.61 0.29 2.62
C -0.50 1.78 2.34
N -1.55 1.51 1.31
C -2.84 1.05 1.95
C -3.88 2.15 2.14
C -3.23 3.46 2.57
C -2.24 3.93 1.49
C -1.81 2.78 0.58
C 2.26 0.85 3.29
C 2.76 0.34 4.49
C 3.99 0.77 4.99
C 4.73 1.71 4.29
C 4.25 2.22 3.09
C 3.03 1.79 2.60
C -0.14 -1.00 3.73
C 0.01 -2.37 3.51
C -0.50 -3.29 4.41
C -1.17 -2.86 5.54
C -1.33 -1.50 5.78
C -0.81 -0.58 4.88
H 1.26 -1.24 0.69
H 1.54 0.44 0.34
H 0.17 2.54 1.93
H -0.94 2.21 3.24
H -2.58 0.59 2.90
H -3.27 0.25 1.34
H -4.61 1.81 2.87
H -4.42 2.31 1.21
H -2.73 3.32 3.53
H -3.99 4.23 2.75
H -1.37 4.41 1.94
H -2.71 4.68 0.85
H -0.90 3.04 0.04
H -2.58 2.58 -0.16
H 2.19 -0.39 5.05
H 4.37 0.36 5.92
H 5.69 2.04 4.67
H 4.83 2.95 2.54
H 2.67 2.20 1.66
H 0.53 -2.72 2.63
H -0.38 -4.35 4.22
H -1.57 -3.58 6.24
H -1.85 -1.16 6.67
H -0.93 0.48 5.09
C 2.48 2.89 -2.80
C 1.70 1.68 -2.38
N 2.22 0.58 -2.01
O 3.60 0.64 -2.00
C 0.22 1.70 -2.42
C -0.51 2.54 -3.42
N -0.40 0.98 -1.57
O -1.71 0.88 -1.53
H 3.39 2.97 -2.21
H 1.89 3.80 -2.68
H 2.77 2.81 -3.84
H 3.87 -0.24 -1.72
H -0.04 2.45 -4.40
H -0.47 3.59 -3.13
H -1.55 2.24 -3.49
F -1.72 -1.43 1.18
C 0.84 -4.53 -1.66
C 0.70 -3.20 -0.92
P -0.67 -2.11 -1.45
C -0.31 -1.81 -3.21
C -1.44 -1.21 -4.05
C -2.15 -3.18 -1.38
C -3.47 -2.42 -1.41
H 1.65 -5.11 -1.23
H 1.06 -4.39 -2.71
H -0.07 -5.12 -1.58
H 1.61 -2.61 -1.00
H 0.53 -3.38 0.15
H -0.02 -2.78 -3.64
H 0.59 -1.18 -3.23
H -2.24 -1.93 -4.21
H -1.06 -0.92 -5.03
H -1.87 -0.33 -3.58
H -2.07 -3.73 -0.44
H -2.09 -3.91 -2.19
H -3.55 -1.73 -0.56
H -4.31 -3.11 -1.34
H -3.60 -1.84 -2.33
```

In elementary charge units, the Mulliken charges are: atom 1 (Ru): -0.76, atom 2 (C): 0.12, atom 3 (Si): -0.72, atom 4 (C): -0.90, atom 5 (N): 2.16, atom 6 (C): -0.67, atom 7 (C): -0.86, atom 8 (C): -0.68, atom 9 (C): -0.72, atom 10 (C): -1.29, atom 11 (C): 1.00, atom 12 (C): -0.43, atom 13 (C): -0.73, atom 14 (C): -0.51, atom 15 (C): -0.78, atom 16 (C): -0.58, atom 17 (C): 0.61, atom 18 (C): -0.20, atom 19 (C): -0.67, atom 20 (C): -0.56, atom 21 (C): -0.74, atom 22 (C): -0.05, atom 23 (H): 0.73, atom 24 (H): -0.12, atom 25 (H): 0.53, atom 26 (H): 0.18, atom 27 (H): 0.50, atom 28 (H): -0.01, atom 29 (H): 0.48, atom 30 (H): 0.33, atom 31 (H): 0.25, atom 32 (H): 0.47, atom 33 (H): 0.23, atom 34 (H): 0.52, atom 35 (H): 0.14, atom 36 (H): 0.63, atom 37 (H): 0.32, atom 38 (H): 0.41, atom 39 (H): 0.40, atom 40 (H): 0.42, atom 41 (H): 0.23, atom 42 (H): 0.12, atom 43 (H): 0.42, atom 44 (H): 0.40, atom 45 (H): 0.42, atom 46 (H): 0.41, atom 47 (C): -1.53, atom 48 (C): 0.49, atom 49 (N): 0.20, atom 50 (O): -0.51, atom 51 (C): 0.26, atom 52 (C): -1.96, atom 53 (N): 1.47, atom 54 (O): -0.88, atom 55 (H): 0.44, atom 56 (H): 0.44, atom 57 (H): 0.32, atom 58 (H): 0.35, atom 59 (H): 0.41, atom 60 (H): 0.41, atom 61 (H): 0.43, atom 62 (F): -0.71, atom 63 (C): -1.35, atom 64 (C): -0.67, atom 65 (P): 1.80, atom 66 (C): -0.60, atom 67 (C): -1.44, atom 68 (C): -0.88, atom 69 (C): -1.07, atom 70 (H): 0.43, atom 71 (H): 0.35, atom 72 (H): 0.32, atom 73 (H): 0.34, atom 74 (H): 0.19, atom 75 (H): 0.49, atom 76 (H): 0.20, atom 77 (H): 0.41, atom 78 (H): 0.39, atom 79 (H): 0.24, atom 80 (H): 0.49, atom 81 (H): 0.51, atom 82 (H): 0.09, atom 83 (H): 0.46, atom 84 (H): 0.27

Look up the strongest force on any atom of the second one. 2.35 eV Å⁻¹

Number 1 is which compound? C29H45FP2Tb